# 1
{
  "formula": "C24H27N5O3",
  "method": "ωB97M-V/def2-TZVPD",
  "smiles": "O=C(C[C@@H]1C(=O)NCCN1Cc1cccc(Oc2ccccc2)c1)NCCn1cccn1",
  "e_tot_ha": -1430.28514,
  "charge": 0,
  "e_homo_ev": -8.4,
  "lumo_energy_ev": 0.524,
  "symbols": ["O", "C", "C", "C", "C", "O", "N", "C", "C", "N", "C", "C", "C", "C", "C", "C", "O", "C", "C", "C", "C", "C", "C", "C", "N", "C", "C", "N", "C", "C", "C", "N", "H", "H", "H", "H", "H", "H", "H", "H", "H", "H", "H", "H", "H", "H", "H", "H", "H", "H", "H", "H", "H", "H", "H", "H", "H", "H", "H"],
  "positions_angstrom": [[-1.23743, -1.79675, -2.32600], [-1.89810, -1.03937, -1.63870], [-1.68771, 0.47157, -1.68489], [-1.66474, 1.15398, -0.29383], [-3.06939, 1.66152, 0.02020], [-3.98572, 0.88927, 0.26845], [-3.28002, 2.98408, -0.04535], [-2.28078, 4.00590, -0.27012], [-1.04996, 3.37527, -0.93533], [-0.63439, 2.16937, -0.26309], [0.05413, 2.38583, 1.00528], [1.53956, 2.34874, 0.74732], [2.30179, 3.50448, 0.66920], [3.65497, 3.42319, 0.38099], [4.25205, 2.20021, 0.15030], [3.48991, 1.03536, 0.21627], [4.14623, -0.14788, 0.03739], [3.45170, -1.27147, -0.35036], [2.46483, -1.24229, -1.32996], [1.83714, -2.41581, -1.70940], [2.19669, -3.61955, -1.12446], [3.19514, -3.64978, -0.16539], [3.82203, -2.48116, 0.22592], [2.13919, 1.11806, 0.52765], [-2.85937, -1.44604, -0.79569], [-3.12494, -2.84560, -0.54993], [-1.89314, -3.54809, 0.05286], [-1.39261, -2.81660, 1.18081], [-0.33143, -1.98693, 1.19686], [-0.27587, -1.43586, 2.45744], [-1.36777, -1.99939, 3.13136], [-2.03118, -2.82488, 2.34564], [-0.72599, 0.65014, -2.16801], [-2.47215, 0.89965, -2.31405], [-1.41569, 0.39207, 0.45302], [-4.21774, 3.28837, 0.18254], [-2.00547, 4.46803, 0.68727], [-2.70398, 4.78427, -0.91095], [-1.29107, 3.12007, -1.97037], [-0.22028, 4.08341, -0.94151], [-0.21178, 1.58853, 1.70280], [-0.22471, 3.34108, 1.46684], [1.84478, 4.46769, 0.84497], [4.24875, 4.32371, 0.32964], [5.30359, 2.12325, -0.07668], [2.19168, -0.30389, -1.79043], [1.05112, -2.38150, -2.44840], [1.70102, -4.53218, -1.41970], [3.48358, -4.58648, 0.28805], [4.59891, -2.48645, 0.97464], [1.54691, 0.21978, 0.60796], [-3.39888, -0.75219, -0.28028], [-3.96232, -2.90975, 0.14406], [-3.38137, -3.34926, -1.48772], [-1.10386, -3.59809, -0.69908], [-2.17355, -4.55426, 0.37207], [0.29727, -1.87141, 0.33650], [0.44703, -0.74518, 2.84325], [-1.68658, -1.83876, 4.14207]],
  "forces_ev_per_a": [[0.30, -0.35, -0.31], [-0.35, 0.64, 0.17], [0.01, -0.17, -0.02], [0.01, -0.13, -0.11], [0.15, -0.14, 0.11], [-0.23, -0.21, 0.07], [-0.29, 0.39, 0.02], [0.50, 0.11, -0.03], [-0.21, 0.23, 0.03], [-0.13, -0.07, 0.13], [0.17, -0.01, -0.10], [0.12, 0.21, 0.17], [-0.16, -0.01, 0.09], [0.06, -0.02, -0.06], [0.03, -0.24, -0.06], [-0.32, 0.43, 0.16], [0.20, -0.10, -0.03], [-0.19, -0.40, -0.10], [0.18, 0.20, 0.03], [0.01, -0.07, -0.05], [-0.03, -0.10, -0.04], [-0.06, -0.04, -0.02], [0.06, 0.36, 0.05], [0.23, -0.15, 0.04], [-0.30, -0.21, 0.17], [0.37, -0.15, -0.13], [-0.49, -0.14, -0.38], [0.54, 0.20, 0.13], [0.10, 0.07, 0.18], [0.07, 0.08, -0.11], [0.11, 0.09, -0.14], [-0.73, -0.42, 0.23], [-0.09, -0.04, 0.05], [0.01, -0.01, -0.07], [-0.13, 0.13, -0.04], [0.07, -0.20, -0.01], [0.00, 0.02, -0.14], [0.07, -0.04, 0.05], [0.02, 0.10, -0.04], [-0.04, 0.03, -0.08], [-0.05, 0.05, -0.01], [-0.01, -0.05, 0.05], [-0.07, 0.10, 0.04], [0.06, 0.06, -0.01], [0.12, -0.02, -0.03], [-0.03, 0.06, -0.04], [-0.04, 0.02, -0.05], [-0.04, -0.08, -0.03], [0.03, -0.07, 0.04], [0.08, 0.02, 0.08], [-0.08, -0.11, -0.01], [0.10, 0.04, -0.05], [0.03, -0.01, -0.06], [-0.04, -0.02, 0.12], [-0.07, -0.02, 0.15], [0.10, 0.07, -0.02], [0.16, -0.01, -0.22], [0.19, 0.11, 0.03], [-0.10, -0.01, 0.20]],
  "nbo_charge": [-0.663, 0.693, -0.503, -0.147, 0.678, -0.656, -0.604, -0.233, -0.225, -0.454, -0.259, 0.094, -0.269, -0.186, -0.261, 0.312, -0.480, 0.275, -0.291, -0.196, -0.241, -0.207, -0.212, -0.309, -0.642, -0.224, -0.225, -0.163, -0.059, -0.362, -0.058, -0.274, 0.250, 0.228, 0.255, 0.408, 0.186, 0.207, 0.204, 0.219, 0.217, 0.183, 0.204, 0.215, 0.226, 0.230, 0.250, 0.215, 0.215, 0.219, 0.221, 0.444, 0.219, 0.208, 0.236, 0.219, 0.237, 0.225, 0.207]
}

# 2
{
  "formula": "C24H27N9SSbSiSn",
  "method": "ωB97M-V/def2-TZVPD",
  "e_tot_ha": -2565.52089,
  "charge": 1,
  "e_homo_ev": -11.3,
  "lumo_energy_ev": -3.859,
  "symbols": ["Sn", "N", "C", "N", "N", "N", "N", "C", "N", "N", "N", "N", "H", "S", "Sb", "C", "C", "C", "C", "C", "C", "C", "C", "C", "C", "C", "C", "C", "C", "C", "C", "C", "C", "H", "H", "H", "H", "H", "H", "H", "H", "H", "H", "H", "H", "H", "H", "H", "C", "Si", "C", "C", "C", "H", "H", "H", "H", "H", "H", "H", "H", "H", "H", "H"],
  "positions_angstrom": [[-2.09142, 1.01443, 0.48703], [-4.63287, 3.42341, -0.02538], [-4.00693, 2.90783, -1.12281], [-4.35176, 3.12880, -2.37009], [-3.47655, 2.43157, -3.11718], [-2.63825, 1.80198, -2.39336], [-2.93401, 2.08108, -1.09057], [-4.38830, 3.01331, 1.25446], [-5.05922, 3.37761, 2.31844], [-4.48770, 2.72395, 3.35221], [-3.52070, 1.99255, 2.97020], [-3.41011, 2.14731, 1.61511], [-5.41043, 4.04684, -0.17911], [0.09540, 1.99971, 1.06930], [1.87328, 0.50362, 0.56476], [2.99217, 1.45420, -0.96782], [3.24758, 2.80951, -0.79348], [4.01187, 3.47688, -1.73691], [4.50899, 2.79452, -2.83989], [4.24855, 1.44160, -3.00256], [3.48867, 0.76008, -2.06338], [1.28220, -1.52862, 0.31376], [0.77211, -2.15934, 1.44326], [0.50729, -3.51945, 1.40426], [0.77402, -4.24485, 0.25048], [1.28577, -3.60811, -0.87004], [1.53836, -2.24323, -0.84833], [3.11786, 0.47030, 2.27917], [4.48818, 0.60340, 2.09277], [5.33340, 0.49201, 3.18663], [4.80835, 0.24876, 4.44802], [3.43616, 0.13318, 4.62734], [2.58243, 0.24397, 3.54142], [2.85438, 3.34405, 0.06387], [4.22008, 4.53065, -1.61113], [5.10301, 3.31960, -3.57541], [4.63631, 0.91014, -3.86110], [3.30272, -0.29695, -2.19131], [0.58580, -1.60150, 2.35402], [0.10644, -4.00927, 2.28198], [0.58233, -5.30916, 0.21938], [1.49897, -4.16725, -1.77144], [1.91461, -1.76376, -1.74135], [4.89722, 0.78984, 1.10615], [6.40159, 0.59638, 3.05275], [5.47152, 0.14904, 5.29664], [3.03054, -0.03916, 5.61516], [1.51074, 0.17426, 3.68674], [-1.71853, -1.47822, -2.63809], [-3.09700, -1.80543, -1.40915], [-4.72077, -1.05575, -1.97445], [-3.22301, -3.64374, -1.00538], [-2.66282, -1.08840, 0.33380], [-1.91562, -2.02177, -3.56525], [-0.74202, -1.79669, -2.26975], [-1.67429, -0.41712, -2.88447], [-5.26475, -1.73896, -2.62902], [-4.54435, -0.13842, -2.54002], [-5.37834, -0.81838, -1.13555], [-3.57177, -4.18776, -1.88649], [-3.93063, -3.83542, -0.19670], [-2.25755, -4.06308, -0.71847], [-1.86347, -1.65868, 0.80403], [-3.53573, -1.09790, 0.99228]],
  "forces_ev_per_a": [[-0.53, -0.34, -0.28], [-0.03, 0.08, 0.01], [0.30, -0.33, -0.31], [-0.14, 0.22, 0.19], [0.13, -0.09, -0.10], [0.02, 0.04, -0.02], [0.08, 0.01, 0.31], [0.24, -0.30, 0.41], [-0.10, 0.17, -0.20], [0.05, -0.05, 0.12], [-0.01, -0.01, -0.03], [0.27, -0.14, -0.25], [-0.02, -0.02, 0.00], [-0.41, -0.36, -0.06], [0.28, -0.14, 0.08], [-0.31, -0.39, 0.29], [-0.08, 0.00, 0.08], [0.04, 0.04, -0.02], [-0.03, -0.03, 0.03], [0.02, -0.02, -0.04], [0.01, -0.04, 0.01], [0.16, 0.56, -0.07], [-0.02, 0.06, 0.07], [-0.02, 0.00, 0.06], [-0.02, 0.01, -0.05], [0.03, 0.01, -0.07], [-0.05, 0.00, -0.07], [-0.31, 0.11, -0.32], [-0.01, -0.01, -0.15], [0.03, -0.01, 0.05], [0.00, 0.00, -0.05], [-0.01, -0.01, 0.04], [-0.10, 0.04, 0.00], [0.02, 0.04, -0.02], [-0.01, 0.00, 0.01], [0.00, 0.01, 0.00], [0.01, 0.01, 0.00], [0.04, 0.02, -0.03], [0.00, -0.05, 0.02], [0.00, -0.02, -0.02], [0.00, 0.00, 0.04], [-0.04, -0.03, 0.02], [0.00, 0.01, 0.02], [0.03, 0.01, 0.03], [0.00, -0.01, -0.01], [0.00, 0.03, 0.01], [-0.01, 0.00, -0.01], [0.01, 0.02, 0.04], [-0.15, 0.00, 0.17], [0.04, -0.15, 0.23], [0.21, -0.03, 0.07], [-0.12, 0.27, -0.22], [0.46, 0.96, -0.11], [-0.01, -0.01, 0.01], [-0.02, -0.07, 0.05], [0.01, 0.04, -0.03], [0.04, -0.03, -0.01], [-0.01, 0.01, 0.02], [0.00, -0.04, 0.02], [0.00, -0.03, 0.02], [-0.01, 0.02, -0.01], [0.06, 0.05, 0.01], [0.03, -0.06, 0.02], [-0.01, -0.05, 0.02]],
  "nbo_charge": [1.883, -0.577, 0.483, -0.327, -0.032, -0.118, -0.587, 0.482, -0.326, -0.026, -0.099, -0.595, 0.453, -0.590, 1.748, -0.386, -0.160, -0.206, -0.164, -0.190, -0.220, -0.386, -0.173, -0.203, -0.177, -0.182, -0.225, -0.395, -0.160, -0.210, -0.170, -0.180, -0.226, 0.222, 0.237, 0.237, 0.236, 0.217, 0.217, 0.237, 0.239, 0.237, 0.225, 0.220, 0.234, 0.235, 0.234, 0.223, -1.137, 1.640, -1.128, -1.106, -1.239, 0.258, 0.225, 0.268, 0.260, 0.256, 0.244, 0.252, 0.246, 0.234, 0.251, 0.269]
}

# 3
{
  "formula": "C24H27NO14",
  "method": "ωB97M-V/def2-TZVPD",
  "smiles": "O=C1C=C(O)C(=O)C=C1O.O=C1C=C(O)C(=O)C=C1O.O=C1C=C(O)C(=O)C=C1O.COC[C@H](CCN)OC",
  "e_tot_ha": -2038.76337,
  "charge": 0,
  "e_homo_ev": -8.7,
  "lumo_energy_ev": -1.758,
  "symbols": ["O", "C", "C", "C", "O", "C", "O", "C", "C", "O", "H", "H", "H", "H", "O", "C", "C", "C", "O", "C", "O", "C", "C", "O", "H", "H", "H", "H", "O", "C", "C", "C", "O", "C", "O", "C", "C", "O", "H", "H", "H", "H", "C", "O", "C", "C", "C", "C", "N", "O", "C", "H", "H", "H", "H", "H", "H", "H", "H", "H", "H", "H", "H", "H", "H", "H"],
  "positions_angstrom": [[1.43089, 2.18910, 2.76953], [0.78257, 1.36298, 3.38407], [0.93215, 1.15070, 4.82372], [0.20833, 0.21805, 5.44749], [0.32416, 0.00310, 6.77068], [-0.76755, -0.63638, 4.71037], [-1.39158, -1.48443, 5.31552], [-0.93400, -0.40700, 3.27380], [-0.21235, 0.52713, 2.65282], [-0.34533, 0.75951, 1.32875], [1.64401, 1.77423, 5.34648], [-0.29974, -0.71701, 6.97091], [-1.65640, -1.02064, 2.75236], [0.28471, 1.47442, 1.12489], [1.10423, 7.21613, -4.12182], [0.45914, 6.37471, -3.52791], [0.61337, 6.12689, -2.09376], [-0.10786, 5.17917, -1.49121], [0.01155, 4.93178, -0.17285], [-1.08496, 4.34268, -2.24621], [-1.70612, 3.47772, -1.65759], [-1.25715, 4.60535, -3.67434], [-0.53864, 5.55556, -4.27704], [-0.67787, 5.82013, -5.58876], [1.32616, 6.73791, -1.55771], [-0.61244, 4.20803, 0.01219], [-1.98100, 4.00395, -4.20681], [-0.05025, 6.54065, -5.77532], [1.46694, -2.54232, 3.11597], [2.36094, -3.17459, 2.58563], [2.81547, -4.47267, 3.08372], [3.81315, -5.11799, 2.47447], [4.24946, -6.31408, 2.91004], [4.49837, -4.54691, 1.27820], [5.41395, -5.16085, 0.76695], [4.02768, -3.25890, 0.76585], [3.02827, -2.61680, 1.37344], [2.57074, -1.43147, 0.92480], [2.31308, -4.87510, 3.95234], [4.97053, -6.56257, 2.30499], [4.51996, -2.86279, -0.11171], [1.85275, -1.18562, 1.53656], [1.68125, -0.64675, -2.06664], [0.27298, -0.68570, -2.33715], [-0.42726, -1.33151, -1.27972], [-1.84539, -1.71166, -1.84165], [-2.67960, -0.47477, -2.31848], [-3.77007, 0.02629, -1.29978], [-4.09999, 1.44569, -1.64521], [-2.54051, -2.58295, -0.94191], [-3.12498, -3.63765, -1.70971], [1.99175, 0.42307, -1.99807], [1.88590, -1.16314, -1.10453], [2.26173, -1.15095, -2.86907], [-0.47523, -0.75328, -0.33156], [0.09326, -2.30289, -1.07494], [-1.62408, -2.31616, -2.76045], [-3.20387, -0.70127, -3.28111], [-1.97311, 0.36037, -2.53995], [-3.43461, -0.00596, -0.23906], [-4.71570, -0.54368, -1.45703], [-4.53077, 1.40325, -2.57020], [-3.22602, 1.95831, -1.75436], [-3.72345, -4.33134, -1.07917], [-3.82288, -3.15796, -2.44066], [-2.35705, -4.27126, -2.22158]],
  "forces_ev_per_a": [[-0.14, -0.06, -0.35], [0.30, 0.18, 0.68], [0.11, 0.20, -0.37], [0.48, 0.28, 0.81], [-0.33, -0.17, -0.75], [-0.32, -0.28, -0.59], [0.13, 0.12, 0.29], [-0.12, -0.10, 0.19], [-0.56, -0.29, -0.54], [0.42, 0.25, 0.65], [-0.01, -0.02, 0.00], [-0.03, -0.08, 0.10], [0.02, 0.00, -0.01], [0.03, 0.05, -0.07], [-0.16, -0.06, -0.31], [0.36, 0.20, 0.67], [0.10, 0.20, -0.34], [0.46, 0.27, 0.85], [-0.32, -0.18, -0.76], [-0.35, -0.14, -0.73], [0.24, 0.07, 0.35], [-0.11, -0.24, 0.37], [-0.49, -0.25, -0.84], [0.36, 0.13, 0.76], [-0.01, -0.02, 0.00], [-0.06, -0.03, 0.12], [0.02, 0.01, -0.01], [0.04, 0.06, -0.11], [0.05, 0.30, -0.22], [-0.07, -0.62, 0.54], [-0.27, 0.36, 0.02], [-0.14, -0.72, 0.69], [0.03, 0.67, -0.54], [0.09, 0.51, -0.53], [-0.04, -0.26, 0.22], [0.22, -0.27, -0.05], [0.12, 0.64, -0.64], [0.04, -0.62, 0.76], [0.02, 0.00, -0.01], [0.09, -0.11, 0.00], [0.00, 0.01, 0.02], [-0.10, 0.09, -0.01], [0.01, 0.27, 0.22], [0.32, -0.08, 0.53], [-0.87, -1.25, -0.22], [0.75, 0.21, -0.99], [-0.24, -0.35, 0.61], [0.33, 0.75, -0.95], [-0.14, -0.80, 0.07], [0.29, -0.25, -0.44], [-0.65, -0.11, -0.07], [-0.03, -0.77, -0.01], [0.07, 0.51, -0.76], [-0.47, 0.32, 0.32], [0.02, -0.10, -0.70], [-0.45, 0.58, 0.11], [0.08, 0.55, 0.62], [0.43, 0.11, 0.69], [-0.43, -0.63, 0.23], [-0.24, -0.22, -0.77], [0.80, 0.17, 0.55], [0.12, 0.30, 0.22], [-0.29, 0.00, 0.04], [0.44, 0.74, -0.05], [0.49, -0.68, 0.21], [-0.46, 0.66, 0.21]],
  "nbo_charge": [-0.535, 0.456, -0.364, 0.302, -0.628, 0.480, -0.517, -0.369, 0.344, -0.666, 0.244, 0.505, 0.250, 0.504, -0.524, 0.472, -0.368, 0.305, -0.627, 0.481, -0.548, -0.373, 0.311, -0.628, 0.247, 0.503, 0.246, 0.505, -0.540, 0.461, -0.361, 0.299, -0.626, 0.474, -0.522, -0.392, 0.370, -0.657, 0.247, 0.505, 0.245, 0.501, -0.265, -0.563, -0.074, 0.088, -0.454, -0.217, -0.836, -0.550, -0.254, 0.177, 0.194, 0.181, 0.186, 0.162, 0.171, 0.198, 0.222, 0.194, 0.188, 0.337, 0.366, 0.195, 0.170, 0.171]
}